# 1
Below is a cluster of 4 separate species, C34H55FN2O17PS3 in total, with properties calculated with ωB97M-V/def2-TZVPD.

Values from the calculation:
E_LUMO: 1.14 eV
Electronic energy: -4352.34809 Ha
Frontier orbital gap: 0.2025 Eh

ORCA input file:
```
! wB97M-V def2-TZVPD RIJCOSX def2/J DEFGRID3
* xyz -1 1
C 0.43 7.26 -0.22
C 0.01 5.85 0.46
C -1.29 5.17 -0.22
N -1.50 3.76 -0.04
P -0.67 2.58 -1.05
F -1.56 1.26 -0.27
C 0.48 2.42 0.50
C 2.01 2.61 0.53
C 2.90 2.45 1.83
C 2.28 2.08 3.20
C 0.71 1.93 3.21
C -0.16 2.09 1.91
C -2.09 2.45 -2.34
C -3.43 3.29 -1.95
C -2.68 0.93 -2.50
C -3.40 0.86 -3.97
C -3.46 -0.62 -4.59
O 0.29 1.26 -1.68
C 1.17 1.56 -2.81
C 0.47 0.74 -3.99
C 0.31 -0.82 -3.90
O 0.89 -1.40 -5.13
C 0.89 -1.65 -2.68
N -0.14 -2.73 -2.34
C 2.63 1.09 -2.40
C 3.39 0.31 -3.74
C 4.93 0.92 -4.10
O 3.59 1.17 -4.97
C 0.98 3.17 -3.12
O 0.38 3.51 -4.41
C 2.28 4.10 -3.20
C 2.88 4.99 -2.09
C 4.16 5.88 -2.27
C 4.90 5.91 -3.64
C 4.29 5.07 -4.80
C 3.02 4.19 -4.60
O 0.32 3.73 -1.93
H -0.36 7.61 -0.97
H 0.53 8.06 0.62
H 1.46 7.22 -0.74
H -0.28 6.12 1.55
H 0.92 5.17 0.54
H -2.18 5.72 0.30
H -1.35 5.59 -1.30
H -2.23 3.42 0.57
H 2.57 2.90 -0.40
H 4.04 2.59 1.74
H 2.91 1.93 4.16
H 0.23 1.70 4.23
H -1.28 1.97 2.09
H -1.81 2.78 -3.39
H -3.85 3.00 -0.91
H -3.26 4.44 -2.04
H -4.30 3.08 -2.68
H -1.87 0.13 -2.52
H -3.53 0.71 -1.76
H -2.91 1.54 -4.75
H -4.51 1.19 -3.84
H -3.42 -1.42 -3.77
H -4.35 -0.77 -5.31
H -2.52 -0.73 -5.27
H 1.06 0.99 -4.96
H -0.58 1.18 -4.22
H -0.81 -1.08 -3.98
H 1.10 -2.35 -4.95
H 1.85 -2.25 -2.93
H 1.10 -1.11 -1.70
H 0.35 -3.65 -2.42
H -0.33 -2.64 -1.32
H 2.69 0.27 -1.61
H 3.38 1.90 -2.13
H 3.23 -0.87 -3.87
H 5.44 0.57 -5.07
H 5.02 2.04 -3.83
H -0.25 4.26 -4.23
H 2.40 4.99 -1.06
H 4.57 6.50 -1.41
H 5.84 6.51 -3.85
H 4.80 5.06 -5.83
H 2.66 3.62 -5.52
C -1.32 -5.76 1.23
C -0.70 -4.77 2.20
O 0.71 -4.99 2.10
S 1.06 -5.44 0.58
O 1.51 -4.29 -0.14
O 1.82 -6.66 0.64
O -0.45 -5.79 0.10
H -1.36 -6.76 1.66
H -2.33 -5.46 0.93
H -1.04 -4.92 3.22
H -0.90 -3.74 1.90
C -0.41 -2.73 7.63
C -0.77 -4.16 7.24
O -2.08 -4.07 6.68
S -2.24 -2.64 5.93
O -1.99 -2.84 4.54
O -3.42 -2.00 6.43
O -0.94 -1.92 6.58
H -0.89 -2.44 8.56
H 0.67 -2.59 7.71
H -0.77 -4.84 8.10
H -0.10 -4.55 6.47
C -2.84 -9.31 6.07
C -2.15 -9.03 7.40
O -1.42 -7.82 7.19
S -2.23 -6.89 6.14
O -2.99 -5.93 6.88
O -1.33 -6.52 5.09
O -3.24 -8.03 5.59
H -2.15 -9.74 5.35
H -3.71 -9.96 6.19
H -1.48 -9.84 7.70
H -2.88 -8.85 8.20
*
```

Results of the Löwdin charge analysis, in e, for atoms 1 through 2:
1 C -0.13
2 C -0.22

=====

# 2
Below is a structure of composition C34H56CaN2O2P3, with properties calculated with ωB97M-V/def2-TZVPD.

Values from the calculation:
E_LUMO (spin up / spin down): -3.44 / -3.44 eV
Electronic energy: -3290.54580 Ha
Frontier orbital gap (spin up / spin down): 0.2215 / 0.2215 Eh

ORCA input file:
```
! wB97M-V def2-TZVPD RIJCOSX def2/J DEFGRID3
* xyz 1 1
C 1.93 -1.85 -1.65
C 1.52 0.25 -2.67
C 2.76 -2.23 -2.71
C 2.33 -0.09 -3.76
C 2.97 -1.33 -3.77
H 3.22 -3.22 -2.71
H 2.45 0.62 -4.59
H 3.62 -1.61 -4.61
N 1.36 -0.61 -1.62
P -0.20 -2.41 0.06
P 0.59 2.19 -0.86
C 1.55 -2.80 -0.54
H 1.70 -3.85 -0.85
H 2.18 -2.61 0.35
C 0.65 1.47 -2.62
H 0.93 2.19 -3.40
C -0.72 3.61 -0.98
C 2.32 2.94 -0.56
C -1.38 -3.22 -1.21
C -0.31 -3.36 1.72
C -2.02 3.18 -0.26
H -1.91 3.24 0.83
H -2.82 3.87 -0.57
H -2.32 2.15 -0.50
C -0.21 4.87 -0.24
H -0.08 4.67 0.84
H 0.73 5.26 -0.64
H -0.97 5.66 -0.34
C -1.04 3.96 -2.45
H -1.44 4.99 -2.49
H -0.16 3.91 -3.10
H -1.82 3.29 -2.86
C 2.38 3.54 0.87
H 1.55 3.16 1.49
H 3.33 3.23 1.34
H 2.35 4.64 0.87
C 3.36 1.79 -0.61
H 2.98 0.88 -0.12
H 3.66 1.55 -1.64
H 4.26 2.12 -0.06
C 2.73 3.98 -1.61
H 1.95 4.10 -2.39
H 2.94 4.97 -1.18
H 3.65 3.64 -2.12
C -1.70 -3.12 2.34
H -1.60 -3.07 3.44
H -2.13 -2.16 2.00
H -2.42 -3.92 2.10
C 0.74 -2.77 2.69
H 1.74 -2.71 2.25
H 0.45 -1.76 3.02
H 0.79 -3.42 3.58
C -0.02 -4.86 1.58
H 0.63 -5.18 2.41
H -0.93 -5.49 1.61
H 0.52 -5.08 0.64
C -1.16 -2.49 -2.56
H -1.03 -3.20 -3.40
H -2.07 -1.89 -2.78
H -0.31 -1.81 -2.52
C -2.82 -2.93 -0.73
H -2.89 -1.89 -0.37
H -3.51 -3.05 -1.59
H -3.14 -3.62 0.06
C -1.17 -4.72 -1.45
H -0.14 -4.95 -1.79
H -1.38 -5.33 -0.55
H -1.86 -5.05 -2.24
Ca 0.00 0.00 0.00
C 1.39 -0.02 1.34
O 2.16 0.06 2.23
N -1.27 0.24 -1.73
C -0.80 0.87 -2.74
C -1.54 1.01 -4.03
C -2.95 0.99 -3.99
C -0.90 1.14 -5.28
C -3.70 1.11 -5.16
H -3.43 0.88 -3.01
C -1.66 1.25 -6.46
H 0.19 1.15 -5.35
C -3.06 1.24 -6.41
H -4.80 1.10 -5.12
H -1.14 1.35 -7.42
H -3.64 1.33 -7.33
C -2.14 -0.27 4.28
P -1.48 1.13 3.25
C -2.70 2.52 3.41
C 0.17 1.63 3.93
O -1.47 0.65 1.75
H -3.12 -0.61 3.88
H -2.26 0.07 5.32
H -1.41 -1.09 4.28
H -2.82 2.77 4.48
H -2.35 3.43 2.90
H -3.69 2.20 3.00
H 0.84 0.75 3.99
H 0.61 2.44 3.32
H 0.03 2.00 4.96
*
```

Results of the Löwdin charge analysis, in e, for atoms 1 through 2:
1 C -0.32
2 C -0.29

=====

# 3
Below is a structure of composition C34H56FGeN4O4Si3Y, with properties calculated with ωB97M-V/def2-TZVPD.

Values from the calculation:
E_LUMO (spin up / spin down): -7.24 / -8.57 eV
Electronic energy: -4932.12901 Ha
Frontier orbital gap (spin up / spin down): 0.2766 / 0.2320 Eh
ΔE to the lowest compared entry with this formula, charge and spin: 9.85 kcal per mole

ORCA input file:
```
! wB97M-V def2-TZVPD RIJCOSX def2/J DEFGRID3
* xyz 3 2
Y 1.30 2.12 0.54
F 0.26 -3.39 -3.80
C 0.22 -3.42 -2.46
C 0.50 -2.28 -1.77
C 0.42 -2.27 -0.36
C 0.70 -1.07 0.39
O 0.97 0.01 -0.25
C 0.68 -1.19 1.79
C 0.34 -2.40 2.36
N -0.01 -3.48 1.68
C -0.41 -4.69 2.39
C -1.34 -4.55 3.56
C -1.83 -5.15 2.27
C 0.04 -3.46 0.29
C -0.21 -4.62 -0.45
C -0.13 -4.63 -1.83
N -0.37 -5.83 -2.53
C 0.20 -6.03 -3.85
C 0.34 -7.52 -4.11
N -1.02 -8.17 -4.00
C -1.63 -7.92 -2.65
C -1.70 -6.42 -2.41
C 1.04 -0.11 2.78
O 1.34 -0.39 3.91
O 0.96 1.13 2.32
H 0.78 -1.38 -2.30
H 0.35 -2.49 3.44
H 0.38 -5.42 2.45
H -1.71 -3.56 3.81
H -1.17 -5.20 4.41
H -2.50 -4.55 1.68
H -2.01 -6.22 2.23
H -0.44 -5.54 0.06
H 1.19 -5.59 -3.92
H -0.42 -5.58 -4.64
H 0.97 -7.99 -3.36
H 0.73 -7.73 -5.10
H -0.94 -9.18 -4.17
H -1.63 -7.80 -4.73
H -0.98 -8.40 -1.92
H -2.62 -8.38 -2.63
H -2.10 -6.25 -1.42
H -2.40 -5.96 -3.13
O 2.23 4.29 1.47
C 3.62 4.26 1.91
C 4.54 4.58 0.76
C 4.40 3.59 -0.41
C 4.74 2.19 0.02
C 6.06 1.77 0.08
C 6.35 0.50 0.54
C 5.31 -0.33 0.94
C 4.03 0.15 0.84
N 3.73 1.38 0.39
H 1.98 5.21 1.30
H 3.78 3.25 2.30
H 3.74 4.96 2.74
H 5.57 4.58 1.13
H 4.34 5.59 0.39
H 5.04 3.89 -1.24
H 3.37 3.63 -0.80
H 6.85 2.45 -0.24
H 7.38 0.17 0.60
H 5.49 -1.32 1.31
H 3.19 -0.47 1.14
C -0.49 5.92 2.36
Si -0.96 5.53 0.60
C 0.35 6.10 -0.61
C -2.61 6.23 0.14
Ge -1.26 3.12 0.35
Si -2.04 2.36 -1.83
C -2.03 0.50 -1.93
C -0.87 3.05 -3.10
C -3.75 3.04 -2.02
Si -2.70 2.33 2.12
C -2.87 0.49 1.85
C -4.34 3.18 1.93
C -1.88 2.70 3.74
H 0.02 6.89 2.39
H 0.16 5.17 2.81
H -1.38 6.00 2.98
H 0.71 7.11 -0.38
H -0.06 6.13 -1.62
H 1.22 5.43 -0.64
H -2.54 7.32 0.22
H -3.41 5.89 0.79
H -2.87 5.99 -0.89
H -1.06 0.10 -1.65
H -2.25 0.21 -2.96
H -2.79 0.05 -1.28
H 0.17 2.79 -2.88
H -0.93 4.14 -3.15
H -1.10 2.67 -4.10
H -4.45 2.60 -1.31
H -4.10 2.79 -3.03
H -3.78 4.12 -1.91
H -3.47 0.29 0.95
H -3.36 0.01 2.70
H -1.88 0.03 1.72
H -4.76 3.01 0.93
H -4.27 4.25 2.10
H -5.04 2.77 2.66
H -0.84 2.36 3.74
H -2.40 2.19 4.55
H -1.90 3.77 3.96
*
```

Results of the Löwdin charge analysis, in e, for atoms 1 through 2:
1 Y 1.43
2 F 0.09

=====

# 4
Below is a cluster of 4 separate species, C34H56NO12S in total, with properties calculated with ωB97M-V/def2-TZVPD.

Values from the calculation:
E_LUMO: -4.43 eV
Electronic energy: -2684.47393 Ha
Frontier orbital gap: 0.2778 Eh

ORCA input file:
```
! wB97M-V def2-TZVPD RIJCOSX def2/J DEFGRID3
* xyz 1 1
C 5.22 -0.26 3.58
C 4.89 -0.34 2.01
C 4.05 -1.67 1.63
C 4.20 -1.90 0.04
C 2.75 -1.82 -0.67
C 2.71 -0.79 -1.91
C 2.82 0.76 -1.49
C 1.42 1.56 -1.49
N 0.22 0.70 -1.24
C -0.63 0.21 -2.33
S -0.25 0.57 -4.13
C -1.91 -0.65 -2.09
C -2.29 -1.04 -0.64
C -1.34 -0.55 0.52
C -1.75 -1.01 1.99
C -3.06 -0.19 2.47
O -4.20 -0.94 1.91
C -5.32 -0.89 2.79
O -5.58 -1.93 3.47
C -6.26 0.39 2.89
C -6.93 0.38 4.37
C -0.12 0.34 0.15
C 0.80 0.85 1.38
C 0.46 2.38 1.80
C 0.61 2.67 3.38
O -0.76 2.89 3.87
C -0.67 3.60 5.14
H 4.33 0.21 4.13
H 5.37 -1.31 4.01
H 6.13 0.42 3.77
H 5.89 -0.29 1.44
H 4.28 0.58 1.65
H 2.96 -1.45 1.94
H 4.36 -2.59 2.24
H 4.93 -1.12 -0.40
H 4.62 -2.96 -0.09
H 1.88 -1.60 0.05
H 2.55 -2.87 -1.11
H 3.65 -1.03 -2.55
H 1.82 -0.93 -2.61
H 3.40 0.89 -0.50
H 3.48 1.27 -2.30
H 1.37 2.11 -2.51
H 1.53 2.41 -0.71
H -0.44 1.94 -4.32
H -2.59 -1.02 -2.93
H -3.21 -1.66 -0.36
H -2.10 -2.11 1.90
H -0.90 -1.02 2.75
H -3.12 -0.06 3.60
H -3.06 0.82 1.90
H -7.14 0.23 2.16
H -5.74 1.37 2.64
H -7.57 1.32 4.49
H -7.56 -0.56 4.55
H -6.05 0.37 5.11
H 1.92 0.81 1.10
H 0.69 0.20 2.31
H 1.23 3.08 1.29
H -0.60 2.69 1.44
H 1.15 1.83 3.96
H 1.19 3.67 3.50
H 0.02 4.52 5.10
H -1.72 3.97 5.40
H -0.25 2.84 5.91
C 0.15 -0.56 8.90
C 1.21 -0.75 7.83
C 2.57 -0.30 8.26
O 3.18 0.05 7.02
C 2.17 0.42 6.19
O 2.33 0.98 5.14
O 0.96 0.08 6.70
H -0.77 -1.07 8.61
H 0.47 -0.97 9.86
H -0.10 0.49 9.02
H 1.22 -1.79 7.49
H 3.14 -1.09 8.76
H 2.56 0.58 8.91
C -2.73 0.46 -7.07
C -3.19 1.87 -7.40
C -4.65 1.97 -7.72
O -4.70 3.09 -8.58
C -3.49 3.16 -9.20
O -3.25 3.86 -10.15
O -2.58 2.34 -8.60
H -1.71 0.48 -6.67
H -3.38 0.00 -6.33
H -2.70 -0.16 -7.97
H -2.91 2.56 -6.59
H -5.26 2.13 -6.83
H -5.03 1.09 -8.26
C 2.94 -3.74 -6.19
C 2.00 -2.85 -6.99
C 1.22 -1.89 -6.14
O 0.05 -1.69 -6.91
C -0.14 -2.82 -7.65
O -1.14 -3.09 -8.25
O 0.97 -3.62 -7.61
H 3.61 -4.28 -6.86
H 3.55 -3.16 -5.50
H 2.38 -4.49 -5.63
H 2.56 -2.33 -7.78
H 1.75 -0.95 -5.99
H 0.93 -2.30 -5.17
*
```

Results of the Löwdin charge analysis, in e, for atoms 1 through 2:
1 C -0.12
2 C -0.26

=====

Which formula does entry 2 have?
C34H56CaN2O2P3

=====

electronic energy of number 4 (C34H56NO12S)?
-2684.47393 Ha

=====

The highest electronic energy belongs to which entry?
C34H56NO12S

=====

Which value of electronic energy does entry 2 give?
-3290.54580 Ha